Entry 1:
{
  "formula": "C6H5N",
  "method": "the ωB97M-V functional and the def2-TZVPD basis",
  "e_above_lowest_kcal_mol": 52.6,
  "homo_lumo_gap_ha": [0.236, 0.255],
  "multiplicity": 3,
  "s_squared": 2.026,
  "species": ["C", "C", "C", "C", "C", "C", "N", "H", "H", "H", "H", "H"],
  "coordinates": [[-0.934, -0.885, 0.351], [0.191, -1.477, -0.162], [-1.434, 1.668, 1.007], [-0.913, 0.500, 0.541], [-0.182, 1.736, 0.360], [1.389, -0.787, -0.237], [1.795, 0.100, -1.069], [-1.784, -1.470, 0.672], [0.247, -2.555, -0.235], [-2.258, 2.108, 1.519], [1.236, 0.440, -1.855], [2.648, 0.619, -0.892]]
}


Entry 2:
{
  "formula": "C11H5NO3",
  "method": "the ωB97M-V functional and the def2-TZVPD basis",
  "smiles": "O=C=Nc1cccc2c1C(=O)C=CC2=O",
  "homo_lumo_gap_ha": 0.325,
  "species": ["O", "C", "N", "C", "C", "C", "C", "C", "C", "C", "O", "C", "C", "C", "O", "H", "H", "H", "H", "H"],
  "coordinates": [[-1.064, -0.586, 3.896], [-1.332, -1.024, 2.861], [-1.695, -1.324, 1.721], [-0.648, -1.189, 0.731], [-0.043, -2.343, 0.251], [0.958, -2.297, -0.705], [1.381, -1.054, -1.168], [0.774, 0.093, -0.702], [-0.260, 0.056, 0.246], [-0.880, 1.357, 0.649], [-1.276, 1.615, 1.759], [-0.933, 2.384, -0.446], [0.053, 2.414, -1.338], [1.183, 1.442, -1.224], [2.322, 1.728, -1.496], [-0.356, -3.318, 0.604], [1.412, -3.197, -1.096], [2.170, -0.940, -1.902], [-1.785, 3.050, -0.493], [0.018, 3.134, -2.148]]
}


Number 1: maximum force 3.54 eV/Å. Number 2: maximum force 1.46 eV/Å.